1.
This record from the OMol25 dataset describes a molecular structure, C5H7LiMgO3 at a distorted geometry. The level of theory is ωB97M-V/def2-TZVPD.

The multiplicity is 2. As for the highest occupied orbital energy (alpha / beta): -19.3538 / -23.1231 eV. As for the total charge: +3. For the gap between HOMO and LUMO (alpha / beta), the calculation gives 0.1517 / 0.2882 hartree. The LUMO energy (alpha / beta) comes out at -15.23 / -15.28 eV.

Last column: Löwdin spin population.
Cartesian coordinates (Å):
C -2.53 -0.01 -0.54  0.001
C -3.31 0.01 0.53  0.000
H -2.76 -0.31 -1.56  0.000
H -4.34 -0.33 0.44  0.000
H -2.88 0.27 1.51  0.000
O -1.17 0.48 -0.42  0.016
Li -1.86 -2.69 0.22  0.000
O -0.32 -1.51 0.28  0.021
C -0.19 -0.38 -0.10  0.042
O 0.92 0.34 -0.15  0.094
C 2.16 -0.18 0.28  0.642
C 3.33 0.66 -0.03  0.097
H 2.14 -1.26 0.41  0.028
H 4.01 0.16 -0.74  0.029
H 3.88 0.84 0.90  0.026
H 3.03 1.63 -0.46  -0.001
Mg -0.10 2.27 -0.56  0.005

2.
This record from the OMol25 dataset describes a molecular structure, C15H35CdO15 at a distorted geometry. The level of theory is ωB97M-V/def2-TZVPD.

The multiplicity is 1. As for the highest occupied orbital energy: -12.5000 eV. As for the total charge: +1. For the gap between HOMO and LUMO, the calculation gives 0.2235 hartree. Its relative energy (zero: lowest compared OMol25 entry of this formula, charge and spin) is 0.0 kcal per mole. The LUMO energy comes out at -6.42 eV.

Last column: natural (NBO) charge in e.
Cartesian coordinates (Å):
Cd -19.47 -22.58 26.52  1.727
C -16.85 -20.34 23.87  -0.638
C -17.82 -21.49 23.95  -0.063
O -17.97 -22.03 25.27  -1.062
H -15.84 -20.57 24.21  0.232
H -17.21 -19.42 24.35  0.189
H -16.70 -20.04 22.82  0.234
H -17.44 -22.30 23.28  0.162
H -18.81 -21.24 23.56  0.162
C -9.54 -20.43 23.17  -0.096
C -10.57 -21.18 24.04  -0.098
O -11.84 -20.64 23.63  -0.520
C -11.61 -19.47 22.95  0.972
O -12.42 -18.70 22.65  -0.540
O -10.27 -19.30 22.72  -0.489
H -9.25 -21.02 22.30  0.187
H -8.68 -20.14 23.76  0.205
H -10.49 -21.00 25.11  0.188
H -10.55 -22.26 23.88  0.195
C -13.27 -21.70 20.78  -0.098
C -14.23 -22.34 19.73  -0.098
O -14.89 -21.21 19.13  -0.512
C -14.26 -20.05 19.50  0.972
O -14.46 -19.05 19.02  -0.522
O -13.29 -20.30 20.42  -0.496
H -12.28 -22.16 20.69  0.192
H -13.60 -21.82 21.81  0.186
H -14.94 -23.00 20.25  0.184
H -13.69 -22.97 19.01  0.194
C -17.69 -18.60 19.82  -0.099
C -18.62 -18.61 21.04  -0.102
O -18.26 -17.41 21.71  -0.508
C -17.01 -17.07 21.32  0.963
O -16.42 -16.22 21.77  -0.546
O -16.60 -17.82 20.30  -0.476
H -18.10 -18.14 18.94  0.201
H -17.31 -19.61 19.65  0.202
H -18.49 -19.46 21.71  0.164
H -19.65 -18.51 20.69  0.202
O -19.37 -20.94 27.82  -1.089
H -19.04 -20.09 27.35  0.565
H -19.74 -20.65 28.67  0.535
O -16.62 -24.57 25.95  -0.966
H -15.67 -24.59 25.77  0.481
H -16.97 -23.86 25.38  0.482
O -18.44 -18.56 26.73  -0.979
H -18.17 -18.74 25.81  0.485
H -17.71 -18.00 27.09  0.536
C -15.20 -16.70 24.74  -0.641
C -14.81 -17.03 26.15  -0.066
O -15.95 -16.97 27.02  -0.766
H -16.06 -17.24 24.37  0.201
H -14.43 -17.00 24.01  0.244
H -15.29 -15.62 24.61  0.228
H -13.98 -16.42 26.52  0.178
H -14.36 -18.05 26.20  0.149
H -15.66 -16.60 27.86  0.484
C -14.12 -21.26 28.71  -0.630
C -14.77 -21.18 27.38  -0.064
O -16.21 -21.17 27.55  -0.760
H -14.40 -22.14 29.27  0.218
H -14.33 -20.37 29.33  0.211
H -13.03 -21.17 28.62  0.218
H -14.48 -22.12 26.87  0.150
H -14.41 -20.35 26.76  0.166
H -16.60 -21.46 26.70  0.483

3.
This record from the OMol25 dataset describes a molecular structure, C13H9BMnN5SbSe5 at a distorted geometry. The level of theory is ωB97M-V/def2-TZVPD.

The multiplicity is 6. As for the highest occupied orbital energy (alpha / beta): -8.2095 / -7.8475 eV. For the gap between HOMO and LUMO (alpha / beta), the calculation gives 0.2247 / 0.1767 hartree. The LUMO energy (alpha / beta) comes out at -2.10 / -3.04 eV.

Last column: Löwdin spin population.
Cartesian coordinates (Å):
Mn -0.76 1.11 14.94  2.938
Se -1.11 -4.93 19.27  0.003
N 0.25 -3.71 18.93  -0.004
C -0.33 -2.81 18.15  0.001
C 0.44 -1.67 17.69  -0.002
C 1.78 -1.44 18.01  0.007
C 2.36 -0.25 17.60  -0.003
C 1.66 0.53 16.73  0.010
N 0.44 0.20 16.20  0.014
C -0.19 -0.90 16.70  0.009
C -1.53 -1.16 16.25  -0.015
N -2.08 -0.33 15.36  0.006
C -3.29 -0.57 14.83  -0.008
C -3.96 -1.77 15.12  0.009
C -3.46 -2.59 16.13  -0.022
C -2.30 -2.21 16.74  0.003
C -1.74 -3.04 17.73  -0.001
N -2.32 -4.04 18.40  0.007
H 2.37 -2.12 18.71  0.000
H 3.41 0.03 18.03  0.000
H 2.03 1.44 16.36  0.001
H -3.85 0.20 14.32  0.001
H -4.89 -2.00 14.59  0.001
H -3.99 -3.48 16.46  -0.001
Se -2.94 0.64 11.92  0.791
Sb -0.72 2.03 11.73  0.001
Se -1.23 4.31 10.95  0.218
Se 0.89 1.01 10.09  0.893
Se 1.07 1.85 13.53  0.070
B -3.47 4.79 15.91  0.009
C -2.60 3.59 15.45  0.044
N -1.94 2.62 15.29  0.011
H -3.62 4.54 17.06  0.004
H -4.53 4.84 15.37  0.003
H -2.91 5.90 15.79  0.002

4.
This record from the OMol25 dataset describes a single C2H6N2O2 molecule at a distorted geometry. The level of theory is ωB97M-V/def2-TZVPD.

The multiplicity is 1. As for the highest occupied orbital energy: -8.7108 eV. For the gap between HOMO and LUMO, the calculation gives 0.3532 hartree. Its relative energy (zero: lowest compared OMol25 entry of this formula, charge and spin) is 128.2 kcal per mole. The LUMO energy comes out at 0.90 eV. As for the SMILES: CO/N=C\NO.

Last column: natural (NBO) charge in e.
Cartesian coordinates (Å):
C -2.21 -0.30 0.18  -0.242
O -0.87 -0.25 -0.52  -0.454
N -0.46 1.09 -0.24  -0.223
C 0.83 0.89 0.01  0.194
N 1.55 -0.30 -0.18  -0.364
O 2.91 -0.25 0.13  -0.533
H -2.83 0.43 -0.18  0.187
H -2.61 -1.28 -0.01  0.182
H -2.18 -0.29 1.30  0.178
H 1.62 1.54 0.45  0.199
H 0.99 -1.16 -0.15  0.402
H 3.25 -0.15 -0.78  0.475

5.
This record from the OMol25 dataset describes a molecular structure, C4H4GaO2 at a distorted geometry. The level of theory is ωB97M-V/def2-TZVPD.

The multiplicity is 1. As for the highest occupied orbital energy: -13.9835 eV. As for the total charge: +1. For the gap between HOMO and LUMO, the calculation gives 0.3041 hartree. Its relative energy (zero: lowest compared OMol25 entry of this formula, charge and spin) is 0.0 kcal per mole. The LUMO energy comes out at -5.71 eV.

Last column: natural (NBO) charge in e.
Cartesian coordinates (Å):
H -0.28 1.32 0.97  0.252
O -2.23 2.28 -0.25  -0.422
C -1.33 1.72 -0.85  0.351
C -0.34 0.94 -0.08  -0.107
C 0.01 -0.32 -0.41  -0.325
C 0.84 -1.11 0.51  0.465
O 1.05 -2.30 0.36  -0.731
Ga 2.38 -3.18 1.58  0.951
H -1.03 2.01 -1.87  0.153
H -0.39 -0.82 -1.29  0.257
H 1.33 -0.55 1.33  0.157

6.
This record from the OMol25 dataset describes 2 unconnected molecules or ions with the total composition C4H10O at a distorted geometry. The level of theory is ωB97M-V/def2-TZVPD.

The multiplicity is 1. As for the highest occupied orbital energy: -10.2527 eV. For the gap between HOMO and LUMO, the calculation gives 0.4084 hartree. Its relative energy (zero: lowest compared OMol25 entry of this formula, charge and spin) is 37.6 kcal per mole. The LUMO energy comes out at 0.86 eV. As for the SMILES: C=O.CCC.

Last column: natural (NBO) charge in e.
Cartesian coordinates (Å):
C -1.28 -3.65 0.01  0.268
O -0.18 -3.90 0.42  -0.491
H -1.47 -2.96 -0.83  0.115
H -2.12 -4.13 0.55  0.109
C 1.18 1.29 -0.44  -0.616
C 0.80 2.53 0.37  -0.403
C -0.46 3.20 -0.22  -0.609
H 0.82 1.51 -1.44  0.198
H 2.14 0.82 -0.56  0.220
H 0.48 0.48 -0.19  0.196
H 0.64 2.41 1.43  0.201
H 1.63 3.22 0.21  0.197
H -1.07 3.64 0.57  0.209
H -0.99 2.51 -0.88  0.201
H -0.20 4.03 -0.88  0.204

Among the records above, which one has the highest multiplicity?
C13H9BMnN5SbSe5

What is the formula in the second record?
C15H35CdO15

multiplicity of number 6 (C4H10O)?
1